No. 1
{"formula": "C38H28N6O5S2SnTe", "method": "ωB97M-V/def2-TZVPD", "orbital_gap_ha": 0.173, "charge": -2, "de_lowest_kcal_mol": 17.06, "symbols": ["Sn", "C", "C", "C", "C", "C", "C", "C", "C", "C", "C", "C", "C", "C", "C", "C", "N", "H", "H", "H", "H", "H", "H", "H", "H", "H", "H", "O", "C", "C", "O", "C", "C", "O", "C", "O", "O", "N", "C", "N", "C", "C", "S", "C", "C", "S", "C", "N", "N", "H", "H", "H", "H", "H", "H", "C", "C", "C", "C", "N", "C", "C", "H", "H", "H", "H", "H", "H", "H", "Te", "C", "C", "C", "C", "C", "C", "H", "H", "H", "H", "H"], "xyz": [[0.23286, 0.39189, 0.01307], [-3.52368, 2.26674, -1.71963], [-3.99501, 1.37931, -2.68121], [-3.30970, 0.19757, -2.91618], [-2.15124, -0.10436, -2.19292], [-1.66702, 0.77154, -1.21497], [-2.37790, 1.95500, -0.99841], [-1.40679, -1.37558, -2.41970], [-1.79911, -2.30014, -3.43163], [-1.11157, -3.45809, -3.59292], [-0.00897, -3.74307, -2.75359], [0.74922, -4.93265, -2.84826], [1.80645, -5.14305, -2.00823], [2.15066, -4.16814, -1.04514], [1.43552, -3.00874, -0.93569], [0.33067, -2.77630, -1.78593], [-0.37833, -1.61620, -1.63904], [-4.04807, 3.19788, -1.53272], [-4.88913, 1.60699, -3.24992], [-3.69907, -0.48180, -3.66513], [-2.02460, 2.65565, -0.24729], [-2.63464, -2.07442, -4.07704], [-1.39391, -4.16945, -4.36274], [0.47669, -5.66733, -3.59910], [2.38590, -6.05571, -2.08107], [2.99063, -4.32832, -0.38064], [1.71109, -2.26618, -0.19209], [3.27145, -1.12632, 5.99238], [2.67760, -1.05062, 4.92903], [1.36539, -0.36698, 4.68314], [0.61724, 0.11128, 5.53719], [1.14569, -0.37766, 3.23427], [2.24907, -1.04947, 2.58399], [2.36693, -1.16040, 1.33612], [3.11625, -1.64171, 3.61722], [4.01895, -2.45636, 3.45720], [0.14148, 0.09541, 2.64054], [-2.38754, 1.66185, 4.26586], [-2.18166, 2.93421, 3.79106], [-1.67979, 3.22268, 2.63037], [-1.63113, 4.58750, 2.43918], [-2.13215, 5.34394, 3.45083], [-2.66520, 4.32257, 4.73165], [-0.99355, 5.15973, 1.23248], [-1.06033, 6.47705, 0.90899], [-0.06611, 6.79396, -0.46110], [0.39702, 5.10219, -0.47672], [-0.18611, 4.37876, 0.42840], [1.35791, 4.70056, -1.34996], [-1.74395, 0.96319, 3.90105], [-2.48174, 1.59201, 5.26592], [-2.16774, 6.41680, 3.53695], [-1.61120, 7.26052, 1.40219], [1.62842, 5.37943, -2.04202], [1.39813, 3.74834, -1.72008], [-3.24472, -5.33718, 2.08825], [-2.55521, -4.06444, 1.67713], [-3.21037, -3.08332, 0.94507], [-2.52351, -1.93466, 0.58075], [-1.25348, -1.71219, 0.90749], [-0.62218, -2.64477, 1.62084], [-1.23008, -3.82513, 2.01604], [-4.29430, -5.33254, 1.79253], [-3.19483, -5.47416, 3.17014], [-2.76500, -6.20336, 1.62746], [-4.24694, -3.20777, 0.65321], [-3.01303, -1.15530, 0.00562], [0.41136, -2.43970, 1.86851], [-0.66145, -4.54728, 2.59011], [1.25219, 1.34242, -2.85806], [3.34354, 1.69303, -2.82688], [4.09559, 1.60457, -4.00224], [5.46006, 1.86579, -4.00436], [6.11145, 2.21326, -2.82708], [5.37932, 2.28960, -1.64952], [4.01345, 2.03418, -1.64868], [3.60027, 1.32490, -4.92518], [6.01915, 1.78741, -4.93095], [7.17703, 2.41131, -2.82560], [5.87267, 2.53972, -0.71751], [3.46472, 2.08013, -0.71510]], "forces_ev_per_a": [[0.1135, -0.2527, 0.0281], [0.0315, -0.0560, -0.0049], [0.0557, -0.0046, 0.0230], [-0.0476, 0.0199, 0.0004], [0.0700, -0.1125, -0.0793], [-0.0483, 0.1371, 0.2407], [-0.0702, 0.0292, -0.0278], [-0.0768, 0.1066, -0.0150], [-0.0028, 0.0116, 0.0190], [0.0256, -0.0368, 0.0055], [-0.0463, -0.0577, -0.0293], [-0.0126, 0.0249, -0.0098], [0.0169, 0.0164, 0.0382], [-0.0072, -0.0417, -0.0390], [0.0181, 0.0573, 0.0372], [0.0064, 0.1376, 0.0382], [0.2696, 0.0613, -0.3858], [-0.0092, -0.0104, 0.0024], [-0.0058, -0.0003, 0.0018], [0.0142, 0.0222, -0.0024], [0.0011, -0.0241, -0.0048], [0.0137, 0.0070, 0.0145], [0.0086, 0.0036, 0.0164], [0.0032, 0.0068, 0.0112], [0.0015, 0.0037, -0.0004], [-0.0031, -0.0049, -0.0085], [0.0440, -0.0055, -0.0132], [-0.0151, -0.0879, 0.0685], [-0.0807, 0.0399, -0.1070], [0.0462, 0.0149, -0.0356], [-0.0547, -0.0062, 0.0058], [0.1469, -0.1132, 0.2314], [-0.1431, 0.0494, -0.0895], [0.0198, -0.2091, 0.1200], [-0.0226, 0.1191, 0.0521], [0.0638, 0.0193, -0.0182], [-0.3922, 0.2410, 0.1110], [-0.0222, 0.2420, -0.1014], [0.0781, -0.4384, -0.1047], [-0.0101, 0.1320, -0.0321], [0.0650, -0.0983, -0.0605], [0.0140, -0.0027, 0.0023], [-0.0958, 0.0482, 0.0738], [-0.0188, -0.0569, 0.1304], [-0.0980, -0.0284, -0.0188], [0.0140, 0.0599, 0.0112], [0.0743, -0.0958, -0.0339], [0.0828, 0.0694, 0.0295], [0.1690, 0.2193, -0.2651], [0.3071, 0.0627, -0.2094], [0.1096, 0.0026, 0.0103], [0.0326, -0.0269, 0.0134], [0.0049, -0.0312, -0.0350], [-0.0264, 0.0063, 0.0200], [-0.3791, -0.2085, 0.3587], [0.0032, 0.0023, 0.0058], [-0.0147, -0.0367, 0.0153], [0.0227, 0.0051, -0.0288], [-0.0289, 0.0176, 0.1593], [-0.1987, -0.0239, 0.1401], [-0.0253, 0.0277, -0.0309], [0.0136, -0.0146, 0.0158], [0.0122, 0.0082, -0.0028], [0.0051, 0.0085, -0.0107], [0.0009, 0.0130, -0.0001], [0.0097, 0.0116, 0.0061], [0.0182, -0.0373, 0.0331], [-0.0185, 0.0105, 0.0048], [-0.0044, 0.0084, -0.0091], [-0.0123, 0.1053, -0.3372], [0.0254, -0.0704, 0.0375], [0.0380, 0.0454, 0.0319], [-0.0257, -0.0182, 0.0167], [-0.0313, -0.0005, -0.0140], [-0.0359, -0.0121, 0.0006], [0.0285, -0.0424, -0.0216], [0.0043, 0.0143, 0.0157], [-0.0011, 0.0055, -0.0012], [-0.0040, -0.0035, 0.0008], [-0.0023, 0.0011, 0.0002], [-0.0116, 0.0142, -0.0109]]}


No. 2
{"formula": "C3H4MgO4Pd", "method": "ωB97M-V/def2-TZVPD", "orbital_gap_ha": [0.121, 0.275], "charge": 1, "multiplicity": 4, "de_lowest_kcal_mol": 5.10, "symbols": ["O", "C", "O", "C", "Pd", "H", "H", "H", "H", "O", "C", "O", "Mg"], "xyz": [[1.14571, -3.16180, 2.27277], [1.49072, -2.02832, 1.65379], [2.39771, -1.16820, 2.27107], [3.49999, -1.79894, 2.98368], [2.49378, -3.31440, 3.38718], [-0.03083, -0.88568, 1.12164], [3.81234, -1.06947, 3.74556], [4.34641, -1.89810, 2.27707], [1.40253, -1.88948, 0.56529], [-0.82769, 1.05348, 0.48958], [-1.00474, -0.16592, 0.75964], [-2.14407, -0.68430, 0.60258], [-2.80266, 1.15485, 0.03406]], "forces_ev_per_a": [[-4.7923, 4.3391, -7.2552], [0.9607, -1.5374, 1.3847], [-1.9290, -0.9414, -1.8242], [2.7582, 3.6879, -0.6839], [4.5119, -4.8618, 7.3571], [-2.4130, 1.8003, -0.4809], [-0.3216, -0.4528, 0.0328], [-0.4995, -0.3410, 0.1410], [-0.3557, -0.1331, 0.6227], [0.8445, -0.6340, 0.4961], [0.5907, -0.5206, -0.1805], [0.8710, -0.5497, 0.4895], [-0.2258, 0.1444, -0.0992]]}


No. 3
{"formula": "C24H18Cl2NO3PSe2W", "method": "ωB97M-V/def2-TZVPD", "orbital_gap_ha": [0.227, 0.236], "charge": 1, "multiplicity": 2, "de_lowest_kcal_mol": 82.98, "symbols": ["W", "Se", "P", "Se", "C", "C", "C", "C", "C", "C", "C", "C", "C", "C", "C", "C", "H", "H", "H", "H", "H", "H", "H", "H", "H", "H", "Cl", "C", "C", "C", "Cl", "C", "O", "C", "C", "O", "C", "H", "H", "H", "O", "N", "C", "C", "C", "C", "C", "H", "H", "H", "H", "H"], "xyz": [[1.25428, 0.01051, 0.60616], [1.03814, -2.00839, -0.43664], [-0.79450, -0.88631, 1.82147], [2.41037, -0.49948, 2.47965], [-0.68591, -2.44982, 2.69202], [-1.10045, -3.64000, 2.08972], [-0.98612, -4.83523, 2.77930], [-0.46599, -4.84911, 4.06767], [-0.05610, -3.66760, 4.66821], [-0.16182, -2.46808, 3.98255], [-2.38634, -0.78128, 1.02379], [-2.55172, 0.15371, -0.00722], [-3.79040, 0.33015, -0.59715], [-4.88210, -0.41104, -0.15863], [-4.73450, -1.31781, 0.88219], [-3.49922, -1.49985, 1.47995], [-1.49656, -3.63039, 1.08171], [-1.29830, -5.75818, 2.30909], [-0.37854, -5.78542, 4.60228], [0.34649, -3.67851, 5.67204], [0.15545, -1.54549, 4.45427], [-1.70524, 0.74469, -0.33165], [-3.91307, 1.05444, -1.39253], [-5.85146, -0.27042, -0.61804], [-5.58908, -1.87955, 1.23476], [-3.39520, -2.19623, 2.30079], [3.31754, 6.99453, -0.82032], [3.09942, 5.29762, -0.58828], [4.06248, 4.40722, -1.08409], [3.91622, 3.05449, -0.90789], [5.09621, 1.96403, -1.53919], [2.80597, 2.51422, -0.22299], [2.73607, 1.22977, -0.04774], [1.82858, 3.42956, 0.24573], [0.64578, 3.00068, 0.89575], [0.28299, 1.82422, 1.11134], [1.99989, 4.82059, 0.06245], [4.92821, 4.78862, -1.60850], [-0.03991, 3.77847, 1.24545], [1.24825, 5.50242, 0.43946], [0.37210, 0.94473, -1.24188], [0.54605, 0.43688, -2.45994], [-0.43910, -0.29108, -3.00634], [-0.28893, -0.81726, -4.27098], [0.89283, -0.60614, -4.96297], [1.90049, 0.13322, -4.36264], [1.70643, 0.64936, -3.10078], [-1.31714, -0.41928, -2.39290], [-1.09717, -1.39404, -4.69576], [1.02935, -1.01588, -5.95381], [2.84175, 0.31583, -4.85997], [2.44352, 1.22191, -2.55894]], "forces_ev_per_a": [[0.5812, -0.6749, 0.5371], [0.1335, 0.1290, -0.0300], [-0.0446, 0.2721, -0.3276], [-0.2117, 0.0693, -0.2218], [-0.0480, -0.0328, -0.0517], [0.0283, -0.0065, 0.0331], [-0.0085, 0.0059, -0.0244], [0.0023, 0.0257, -0.0144], [0.0148, -0.0247, 0.0385], [-0.0108, 0.0122, 0.0056], [-0.0334, 0.0284, 0.1075], [0.0064, 0.0276, 0.0448], [-0.0335, -0.0178, 0.0004], [0.0141, 0.0258, -0.0214], [-0.0006, -0.0237, 0.0223], [0.0476, -0.0187, -0.0213], [-0.0069, -0.0044, -0.0026], [0.0007, 0.0010, 0.0037], [0.0011, 0.0016, 0.0066], [-0.0005, -0.0030, -0.0022], [0.0012, -0.0070, -0.0009], [-0.0284, -0.0004, -0.0314], [0.0084, -0.0001, 0.0061], [0.0023, 0.0004, -0.0012], [0.0078, -0.0047, 0.0047], [-0.0043, -0.0167, 0.0095], [0.0215, 0.0070, -0.0123], [-0.0029, 0.0385, -0.0058], [-0.0267, 0.0040, 0.0174], [0.0837, 0.0156, -0.0571], [-0.0090, 0.0063, 0.0064], [-0.1112, -0.0029, 0.0894], [-0.3325, -0.0473, -0.1335], [0.1671, 0.0557, -0.0921], [-0.0388, -0.0622, -0.0116], [-0.0643, 0.2342, 0.1024], [-0.0757, -0.0409, 0.0479], [0.0003, -0.0027, 0.0003], [0.0211, 0.0029, 0.0057], [0.0094, 0.0074, -0.0064], [-0.0824, 0.0435, -0.0299], [0.0298, 0.0020, 0.0289], [-0.0288, -0.0281, -0.0221], [0.0226, 0.0077, -0.0116], [-0.0139, -0.0092, 0.0021], [0.0064, 0.0105, 0.0088], [0.0347, -0.0132, -0.0336], [0.0053, 0.0191, 0.0293], [-0.0027, -0.0002, 0.0043], [-0.0016, 0.0018, 0.0001], [0.0012, 0.0018, 0.0042], [-0.0310, -0.0149, -0.0001]]}


No. 4
{"formula": "C12H10BrF3IrO2", "method": "ωB97M-V/def2-TZVPD", "orbital_gap_ha": [0.259, 0.206], "charge": 0, "multiplicity": 6, "de_lowest_kcal_mol": 10.61, "symbols": ["C", "C", "C", "H", "C", "C", "H", "H", "H", "H", "Ir", "Br", "C", "C", "C", "H", "C", "C", "H", "H", "H", "H", "F", "C", "F", "F", "C", "O", "O"], "xyz": [[-1.92546, -0.44886, -0.68649], [-2.21436, -0.87178, 0.65911], [-2.04176, 0.25303, 1.53443], [-2.54212, -1.86960, 0.97915], [-1.64815, 1.38464, 0.73861], [-1.57905, 0.95926, -0.64251], [-1.37811, 1.61740, -1.47586], [-2.00978, -1.07660, -1.57461], [-2.21398, 0.28047, 2.61858], [-1.44705, 2.38092, 1.13519], [-0.14263, -0.10548, 0.40011], [1.88275, 1.06318, 0.23670], [1.76147, 0.82612, -2.40289], [0.70419, 1.61768, -2.95533], [-0.25748, 0.74636, -3.50337], [0.71372, 2.70618, -3.03565], [0.17176, -0.60397, -3.25736], [1.39950, -0.55048, -2.58110], [2.03817, -1.39485, -2.33224], [2.73705, 1.22342, -2.12654], [-1.12522, 1.03803, -4.10297], [-0.32344, -1.48896, -3.66297], [2.13996, -0.33832, 5.01098], [1.70618, -1.34586, 4.21201], [2.78899, -2.04012, 3.78734], [0.93175, -2.17344, 4.96691], [0.83944, -0.74440, 2.98677], [0.23862, 0.30938, 3.23540], [0.79506, -1.35335, 1.83860]], "forces_ev_per_a": [[-1.1142, -0.1621, -0.3738], [-2.0462, 0.2970, 0.9613], [-2.0798, -0.2127, 0.1402], [0.3516, 0.5613, -0.2718], [-1.4908, 0.7123, 0.0850], [-1.9997, 0.7473, 0.2369], [0.1917, -0.2672, 0.0814], [0.1245, 0.3351, 0.3805], [0.3290, -0.1597, -0.7357], [-0.0139, -0.4349, -0.2686], [5.7635, -1.7782, -0.5709], [1.5265, 1.1844, 0.8620], [-0.4029, 0.8820, -1.3463], [-0.3907, -0.2329, -0.6279], [0.9118, 1.2925, 0.1234], [-0.0686, -0.4328, 0.0903], [1.3565, -0.4196, 0.4785], [-1.0585, -1.0461, -0.6068], [-0.2647, 0.1949, 0.0122], [-0.3893, -0.3415, -0.3443], [0.3198, -0.1023, 0.3740], [0.2277, 0.2483, 0.3694], [-0.3840, -0.9631, -0.7235], [-0.1378, 0.1714, -0.5676], [-0.8260, 0.4404, 0.3390], [0.6032, 0.5747, -0.5932], [-0.5310, 0.7294, 0.1476], [0.8428, -1.2051, -0.0989], [0.6497, -0.6129, 2.4474]]}


It is found that the max |F| values, taken in the order of the records, are 0.6 9.9 1.0 6.1 eV/Å.